No. 1
{"formula": "C24H36As2F12MnO18", "method": "ωB97M-V/def2-TZVPD", "elements": ["Mn", "As", "F", "F", "F", "F", "F", "F", "As", "F", "F", "F", "F", "F", "F", "C", "C", "C", "O", "C", "O", "O", "H", "H", "H", "H", "H", "H", "C", "C", "C", "O", "C", "O", "O", "H", "H", "H", "H", "H", "H", "C", "C", "C", "O", "C", "O", "O", "H", "H", "H", "H", "H", "H", "C", "C", "C", "O", "C", "O", "O", "H", "H", "H", "H", "H", "H", "C", "C", "C", "O", "C", "O", "O", "H", "H", "H", "H", "H", "H", "C", "C", "C", "O", "C", "O", "O", "H", "H", "H", "H", "H", "H"], "positions_angstrom": [[0.466, -1.962, -0.027], [3.383, -6.872, -1.055], [2.547, -7.925, 0.149], [2.081, -7.191, -2.299], [4.108, -5.686, -2.272], [4.629, -6.376, 0.142], [4.394, -8.188, -1.734], [2.300, -5.502, -0.460], [-4.700, -4.831, -0.311], [-4.031, -6.267, -1.070], [-4.534, -5.744, 1.276], [-5.479, -3.514, 0.614], [-4.828, -4.019, -1.904], [-6.378, -5.403, -0.561], [-3.100, -4.080, -0.029], [-3.780, 4.013, 5.923], [-2.541, 4.090, 5.036], [-1.170, 4.136, 5.744], [-0.454, 3.053, 5.116], [-1.170, 2.478, 4.164], [-0.783, 1.586, 3.406], [-2.414, 2.943, 4.200], [-3.894, 4.858, 6.602], [-3.635, 3.105, 6.508], [-4.675, 3.987, 5.302], [-2.632, 4.871, 4.281], [-1.342, 3.906, 6.796], [-0.736, 5.135, 5.716], [9.568, -0.801, 3.097], [8.292, -1.588, 3.362], [7.397, -1.043, 4.546], [6.094, -1.055, 4.028], [6.118, -1.276, 2.713], [5.135, -1.460, 2.043], [7.399, -1.395, 2.267], [9.327, 0.252, 2.958], [10.022, -1.068, 2.143], [10.317, -1.032, 3.856], [8.552, -2.641, 3.470], [7.778, -0.081, 4.886], [7.472, -1.807, 5.320], [-5.537, 5.550, -2.124], [-4.874, 4.325, -2.741], [-3.573, 4.570, -3.432], [-2.767, 3.490, -3.127], [-3.302, 2.718, -2.168], [-2.841, 1.709, -1.691], [-4.506, 3.334, -1.769], [-5.944, 6.246, -2.857], [-4.917, 6.060, -1.387], [-6.411, 5.240, -1.551], [-5.631, 3.847, -3.363], [-2.939, 5.411, -3.150], [-3.815, 4.637, -4.492], [-1.416, 0.024, -8.793], [-1.231, -1.385, -8.184], [0.160, -1.976, -8.490], [0.743, -2.258, -7.201], [-0.100, -1.969, -6.274], [0.041, -2.121, -5.059], [-1.045, -1.148, -6.814], [-1.617, -0.007, -9.864], [-0.529, 0.644, -8.657], [-2.223, 0.520, -8.254], [-2.039, -2.079, -8.417], [0.605, -1.248, -9.169], [0.141, -2.920, -9.035], [-4.718, -3.139, 7.243], [-3.236, -3.651, 7.439], [-3.083, -5.169, 7.145], [-2.028, -5.196, 6.202], [-1.765, -3.938, 5.726], [-1.179, -3.716, 4.726], [-2.418, -3.087, 6.500], [-5.495, -3.512, 7.911], [-5.109, -3.203, 6.227], [-4.673, -2.074, 7.469], [-2.842, -3.400, 8.424], [-3.989, -5.620, 6.740], [-2.896, -5.716, 8.069], [2.805, 5.360, -5.619], [3.781, 4.590, -4.746], [3.983, 5.193, -3.305], [3.426, 4.180, -2.477], [3.059, 3.116, -3.208], [2.664, 2.067, -2.710], [3.177, 3.348, -4.494], [2.545, 4.860, -6.552], [3.225, 6.337, -5.859], [1.878, 5.557, -5.081], [4.758, 4.507, -5.222], [3.540, 6.187, -3.247], [5.060, 5.300, -3.179]], "atomic_forces_ev_per_a": [[-0.20, -0.94, -0.19], [-0.39, 0.20, -1.44], [1.24, 1.18, -1.49], [1.59, 0.21, 1.67], [-0.81, -1.35, 1.70], [-1.37, -0.65, -1.23], [-1.15, 1.44, 1.08], [0.60, -0.30, -0.16], [-2.07, -1.04, 0.98], [-0.13, 1.15, 0.25], [-0.13, 1.22, -1.77], [1.12, -0.46, -0.88], [0.49, -0.34, 1.58], [1.50, 0.01, 0.17], [-0.32, -0.15, -0.28], [0.69, -0.32, -0.37], [0.06, 0.93, -0.61], [-1.54, -0.50, 0.41], [1.42, 1.20, 0.64], [0.06, -2.34, -1.51], [-0.65, 2.17, 1.75], [-0.79, -0.82, -0.51], [0.35, 0.08, -0.07], [-0.54, -0.06, 0.12], [0.04, -0.32, 0.11], [-0.04, 0.56, 0.40], [0.38, -0.30, 0.06], [0.63, -0.41, -0.54], [-0.29, -0.18, -0.45], [-0.03, 1.27, 0.30], [2.12, -1.65, -0.26], [-0.38, 0.60, 0.30], [-0.31, -1.20, -1.11], [0.85, 0.72, 0.43], [-0.84, -0.17, -0.36], [0.17, 0.15, 0.60], [-0.15, -0.45, -0.04], [-0.09, 0.46, 0.18], [-0.40, -0.13, -0.04], [-0.56, 0.16, -0.03], [-0.26, 0.44, 0.40], [-0.37, -0.38, 0.84], [-0.71, 0.32, 1.15], [-0.04, 1.30, -1.25], [1.09, -2.37, -0.11], [-1.14, -0.04, 1.12], [-0.65, 1.82, -0.83], [1.16, -1.01, 0.19], [0.43, -0.03, -0.22], [0.33, 0.10, -0.32], [-0.08, -0.27, -0.04], [0.25, -0.04, -0.43], [-0.80, 0.64, 0.20], [0.63, -0.11, -0.23], [-0.27, -0.61, 0.01], [1.39, 1.11, -0.56], [-0.87, -0.79, -1.26], [1.67, -1.01, -2.22], [-0.55, 2.38, 4.00], [-0.43, -0.11, -2.96], [-1.66, -0.69, 2.01], [-0.22, -0.08, 0.03], [0.17, -0.24, 0.18], [-0.16, -0.04, -0.25], [-0.19, 0.14, 0.30], [1.26, 0.00, 0.83], [-0.12, -0.01, 0.10], [1.05, 0.92, 0.42], [-2.72, -1.63, 0.63], [-0.47, 0.56, 0.65], [0.59, -0.45, -0.26], [-1.53, -2.05, 0.31], [0.81, 0.53, -0.10], [1.03, 2.81, -1.25], [0.45, -0.56, 0.20], [0.45, -0.39, -0.12], [-0.08, 0.20, -0.07], [-0.24, 0.06, 0.10], [0.05, 0.20, -0.43], [0.68, -0.12, -0.20], [0.15, 0.68, 0.07], [-0.58, 1.60, 0.04], [0.48, -0.46, -1.96], [0.17, 0.76, 0.51], [-0.89, -2.54, 1.98], [0.66, 2.19, -1.04], [0.35, -1.09, -0.70], [0.24, -0.16, 0.10], [0.08, 0.05, -0.13], [-0.04, -0.16, 0.13], [-0.15, -0.51, -0.15], [-0.45, -0.31, 0.56], [-0.08, -0.14, 0.67]], "homo_ev": [-10.731, -10.733], "multiplicity": 6, "relative_energy_kj_mol": 1248.0, "max_force_ev_per_a": 4.7}

No. 2
{"formula": "C29H29F7IrN9OSbSi", "method": "ωB97M-V/def2-TZVPD", "elements": ["Ir", "C", "N", "C", "N", "C", "N", "C", "C", "C", "C", "C", "C", "C", "N", "N", "C", "O", "C", "C", "C", "C", "C", "C", "N", "C", "N", "C", "N", "C", "H", "H", "H", "H", "H", "H", "H", "H", "H", "H", "H", "H", "H", "H", "H", "H", "C", "Si", "C", "C", "N", "C", "C", "C", "C", "C", "C", "F", "H", "H", "H", "H", "H", "H", "H", "H", "H", "H", "H", "H", "H", "F", "Sb", "F", "F", "F", "F", "F"], "positions_angstrom": [[0.421, 0.035, 1.335], [-3.574, -3.164, -0.259], [-2.796, -2.257, 0.588], [-1.504, -2.036, 0.632], [-1.261, -1.095, 1.569], [-2.516, -0.789, 2.063], [-3.452, -1.481, 1.497], [-3.626, -2.785, -1.728], [-4.431, -3.598, -2.543], [-4.661, -3.295, -3.873], [-4.075, -2.173, -4.433], [-3.208, -1.402, -3.649], [-2.994, -1.698, -2.284], [-2.558, -0.304, -4.274], [-3.001, 0.398, -5.336], [-2.151, 1.384, -5.532], [-1.163, 1.250, -4.626], [-1.389, 0.185, -3.822], [-0.021, 2.067, -4.467], [-0.017, 3.355, -5.035], [1.055, 4.188, -4.792], [2.122, 3.745, -4.017], [2.151, 2.449, -3.490], [3.334, 1.967, -2.673], [2.960, 1.767, -1.260], [2.238, 0.797, -0.765], [1.983, 1.058, 0.527], [2.632, 2.257, 0.754], [3.235, 2.700, -0.308], [1.079, 1.614, -3.715], [-4.576, -3.130, 0.165], [-3.200, -4.180, -0.136], [-0.771, -2.532, 0.016], [-2.707, -0.060, 2.829], [-4.916, -4.467, -2.110], [-5.304, -3.928, -4.470], [-4.254, -1.903, -5.465], [-2.371, -1.035, -1.695], [-0.860, 3.683, -5.630], [1.066, 5.189, -5.200], [2.958, 4.412, -3.841], [4.147, 2.687, -2.676], [3.711, 1.017, -3.047], [1.900, -0.068, -1.309], [2.644, 2.774, 1.696], [1.073, 0.596, -3.345], [1.575, 2.262, 4.031], [1.003, 0.558, 4.471], [-0.837, 0.490, 4.642], [1.803, 0.104, 6.076], [1.387, -0.535, 3.004], [2.150, -1.635, 2.946], [2.877, -2.143, 4.083], [3.645, -3.264, 3.997], [3.757, -3.969, 2.782], [3.071, -3.523, 1.638], [2.310, -2.410, 1.740], [1.637, -1.992, 0.628], [1.288, 2.900, 4.872], [1.096, 2.679, 3.145], [2.663, 2.313, 3.941], [-1.086, 0.912, 5.619], [-1.237, -0.526, 4.613], [-1.333, 1.112, 3.894], [1.473, 0.888, 6.765], [2.894, 0.137, 6.047], [1.473, -0.851, 6.492], [2.809, -1.616, 5.017], [4.176, -3.614, 4.872], [4.371, -4.858, 2.722], [3.142, -4.049, 0.695], [-0.591, 0.644, -0.409], [-1.456, 2.513, -0.118], [-2.018, 4.168, 0.443], [0.235, 3.072, -0.682], [-2.045, 2.424, -1.876], [-0.676, 2.129, 1.618], [-2.908, 1.489, 0.427]], "atomic_forces_ev_per_a": [[0.12, -0.30, -0.12], [0.02, 0.05, -0.07], [-0.25, -0.11, 0.00], [-0.01, 0.08, 0.19], [-0.08, 0.19, -0.10], [0.05, -0.06, -0.02], [0.13, -0.06, -0.11], [0.01, 0.08, 0.11], [-0.11, -0.01, -0.01], [-0.01, -0.02, -0.03], [-0.11, -0.06, -0.02], [0.03, 0.06, 0.02], [0.12, -0.08, 0.01], [-0.09, 0.01, -0.11], [0.33, 0.14, 0.11], [-0.06, -0.26, 0.22], [-0.15, 0.03, -0.09], [-0.07, 0.15, -0.02], [0.05, -0.01, 0.04], [-0.01, 0.02, -0.05], [0.02, 0.03, -0.01], [0.05, 0.03, -0.08], [-0.01, -0.07, 0.10], [-0.09, 0.04, 0.05], [0.22, 0.20, -0.19], [-0.01, -0.15, 0.19], [0.01, 0.20, 0.11], [-0.06, -0.03, -0.17], [-0.15, -0.18, -0.04], [-0.01, 0.04, 0.06], [-0.03, -0.03, 0.00], [0.09, 0.00, 0.03], [-0.02, 0.02, 0.01], [0.03, 0.03, -0.02], [0.01, 0.01, -0.02], [0.00, 0.01, 0.01], [0.01, 0.00, 0.01], [-0.04, 0.00, -0.03], [0.01, -0.01, 0.01], [0.00, 0.00, -0.01], [-0.02, -0.01, 0.02], [0.02, 0.01, 0.03], [0.03, -0.01, -0.01], [0.00, 0.04, -0.01], [-0.01, -0.01, 0.03], [-0.03, 0.02, 0.00], [0.02, -0.06, -0.19], [-0.01, 0.27, 0.30], [-0.10, -0.03, -0.13], [0.06, -0.25, -0.11], [0.07, -0.17, 0.05], [-0.04, 0.08, 0.00], [-0.06, 0.03, -0.14], [0.04, -0.11, -0.13], [-0.02, 0.05, 0.05], [0.12, -0.11, 0.07], [0.02, 0.06, 0.21], [0.02, -0.08, -0.11], [0.04, 0.02, -0.01], [0.00, 0.03, 0.05], [-0.02, 0.06, 0.01], [-0.01, -0.01, -0.01], [0.00, 0.03, 0.06], [0.00, 0.00, 0.04], [0.02, -0.01, 0.03], [-0.03, 0.05, 0.10], [0.03, 0.05, 0.03], [-0.03, 0.02, 0.00], [0.01, -0.02, -0.03], [-0.01, 0.01, 0.00], [0.01, -0.01, 0.02], [0.07, -0.08, -0.02], [0.04, 0.07, 0.10], [-0.15, 0.04, -0.10], [0.11, 0.09, -0.07], [-0.03, 0.00, -0.28], [0.03, 0.01, 0.11], [-0.17, -0.04, 0.10]], "homo_ev": [-16.557, -17.099], "charge": 3, "multiplicity": 5, "max_force_ev_per_a": 0.4}

E, record by record: -247930.195, -82254.561 eV